The following is a DFT calculation (ωB97M-V/def2-TZVPD) of a structure of composition C25H22BrIN3NdO5S at a distorted geometry.

XYZ file:
```
59
Properties=species:S:1:pos:R:3:forces:R:3:mulliken_charge:R:1
Nd -0.189 1.274 -0.864 1.2 -0.3 -0.4 1.354
O -1.651 2.233 -4.905 0.3 -0.1 0.9 -0.627
C -1.480 2.133 -3.708 1.0 -0.9 0.2 0.346
O -0.400 1.631 -3.061 -1.5 0.7 -1.2 -0.579
C -2.586 2.501 -2.727 -1.1 -0.2 -0.7 0.421
C -3.974 2.566 -3.111 2.3 0.3 0.9 -0.490
C -4.887 2.784 -2.108 0.6 -0.2 -0.3 -0.512
C -4.409 2.873 -0.810 -0.5 0.9 1.5 -0.330
C -3.049 2.853 -0.490 -0.4 -0.7 -0.8 0.279
N -2.152 2.618 -1.474 -1.6 0.3 -0.3 -0.217
C -2.405 2.726 0.901 -2.1 0.5 0.5 0.444
O -3.057 2.899 1.922 0.3 0.0 -0.8 -0.682
O -1.207 2.322 0.809 1.3 -0.5 0.6 -0.579
H -4.247 2.465 -4.135 0.0 -0.1 -0.6 0.539
H -5.944 2.846 -2.338 0.0 0.0 0.2 0.456
H -5.171 3.012 -0.037 0.6 -0.1 0.1 0.489
C 5.275 -2.007 -0.405 0.9 0.6 0.1 -1.035
C 5.440 -0.804 0.539 -1.0 -0.5 0.9 -0.595
N 4.715 0.368 -0.009 0.9 0.7 0.1 0.193
C 5.532 1.304 -0.789 0.1 -0.1 0.0 -0.893
C 6.499 2.210 -0.024 -1.9 0.8 0.5 -1.023
C 3.412 0.527 0.231 -0.6 -0.6 -0.8 0.579
S 2.509 1.931 -0.295 0.9 0.0 0.3 -0.420
N 2.860 -0.520 0.879 1.2 0.9 0.4 -0.370
C 1.689 -0.987 0.655 -0.9 -1.2 0.2 0.288
O 0.924 -0.676 -0.315 -0.6 0.1 -0.1 -0.698
C 1.211 -2.032 1.646 1.0 1.6 -0.7 0.760
C -0.133 -2.052 1.886 -1.5 0.0 0.5 -0.226
C -0.603 -2.795 2.980 -0.3 0.0 -0.1 -0.433
C 0.254 -3.559 3.748 1.5 0.5 -1.0 -0.671
C 1.615 -3.575 3.420 0.3 0.8 -0.7 -0.524
C 2.124 -2.724 2.430 -0.5 -1.0 0.3 -0.301
H 5.894 -2.845 -0.054 -0.4 0.1 0.0 0.353
H 5.730 -1.695 -1.373 -0.7 -0.4 0.4 0.360
H 4.217 -2.273 -0.464 0.3 -0.1 -0.3 0.228
H 6.497 -0.587 0.667 0.0 0.4 -0.2 0.366
H 5.022 -0.979 1.573 0.4 0.0 -1.2 0.398
H 4.921 1.854 -1.476 -0.7 0.6 0.2 0.531
H 6.131 0.747 -1.503 0.3 -0.7 0.2 0.296
H 5.994 2.922 0.700 0.3 -0.7 -1.1 0.235
H 6.967 2.777 -0.823 0.6 0.2 0.4 0.372
H 7.150 1.626 0.591 0.9 -0.3 0.0 0.338
H -0.791 -1.392 1.267 0.5 -0.9 0.7 0.128
H -1.635 -2.821 3.283 -0.4 0.3 -0.3 0.400
H -0.040 -4.096 4.612 -0.6 -0.5 0.5 0.412
H 2.322 -4.213 3.907 0.1 -0.2 0.6 0.418
H 3.197 -2.646 2.244 -0.4 0.0 0.0 0.258
Br -5.872 -2.933 -2.477 0.0 -0.2 -0.2 -0.179
C -5.246 -1.713 -1.188 0.6 0.0 -0.4 0.441
C -6.194 -1.235 -0.305 -0.1 1.4 1.8 -0.497
C -5.870 -0.272 0.697 2.3 -1.3 -1.9 -0.762
C -4.510 0.091 0.805 -0.5 -0.6 0.7 -0.832
C -3.578 -0.465 -0.053 0.9 -0.7 -1.5 1.191
C -3.894 -1.315 -1.139 -1.3 0.5 0.6 -0.585
I -2.519 -1.778 -2.696 -0.4 0.3 1.0 0.152
H -7.202 -1.620 -0.302 0.0 0.0 -0.4 0.418
H -6.559 0.110 1.391 -1.0 0.3 0.6 0.535
H -4.139 0.699 1.639 -0.3 0.0 -0.5 0.476
H -2.506 -0.295 0.039 -0.2 0.4 0.4 -0.393
```
Positions in Å, forces in eV/Å.

## Properties
LUMO (alpha / beta)	-0.3 / -0.3	eV
ΔE to the lowest compared entry with this formula, charge and spin	20.56	kcal per mole
⟨S²⟩	3.7529
E_tot	-5337.8116	Eh
largest force on an atom	3.30	eV Å⁻¹
multiplicity	4